The following is a DFT calculation (the ωB97M-V functional and the def2-TZVPD basis) of a cluster of 2 separate species, C2H9NS2 in total in a non-equilibrium geometry.

The geometry in XYZ format:
```
14
Properties=species:S:1:pos:R:3:forces:R:3
S 0.028590 2.806514 -3.044265 -0.226 0.285 -0.050
S -0.739826 1.275869 -4.197368 0.356 -0.054 0.259
H 0.647296 2.161240 -2.040895 0.030 -0.297 -0.207
H -1.736283 0.898810 -3.386992 -0.161 0.066 -0.001
C 1.057807 -2.758995 3.577399 0.946 -0.275 0.024
C 0.909384 -2.447830 5.059785 -1.314 -1.382 1.251
N -0.436424 -2.750586 5.634769 -0.440 -0.482 -0.507
H 1.810099 -3.543386 3.480834 0.586 0.413 -0.180
H 0.254654 -3.272857 3.046872 -0.697 0.662 0.404
H 1.362625 -1.842817 3.074526 0.007 -0.316 -0.484
H 1.549893 -3.093997 5.666130 0.453 0.209 -0.314
H 1.153694 -1.440856 5.364531 0.117 0.431 -0.483
H -0.414602 -3.665379 6.071539 0.284 0.103 0.370
H -1.097891 -2.958402 4.887397 0.057 0.638 -0.082
```
Positions in Å, forces in eV/Å.

As for the HOMO energy: -0.34314 Ha. Its LUMO energy is 0.012 Eh. The charge is 0. Its SMILES is CCN.SS. The orbital gap is 9.65 eV. The calculation puts the largest force on an atom at 2.28 eV Å⁻¹. The total energy is -25379.7359 eV.